{
  "formula": "C5H36N2O11",
  "method": "ωB97M-V/def2-TZVPD",
  "species": ["C", "N", "C", "C", "C", "C", "N", "H", "H", "H", "H", "H", "H", "H", "H", "H", "H", "H", "H", "H", "H", "O", "H", "H", "O", "H", "H", "O", "H", "H", "O", "H", "H", "O", "H", "H", "O", "H", "H", "O", "H", "H", "O", "H", "H", "O", "H", "H", "O", "H", "H", "O", "H", "H"],
  "positions_angstrom": [[-3.402, -1.762, -1.566], [-2.797, -0.486, -1.882], [-2.354, 0.272, -0.740], [-1.857, 1.727, -1.120], [-1.589, 2.547, 0.156], [-0.086, 2.432, 0.632], [-0.048, 1.395, 1.784], [-4.404, -1.757, -1.128], [-2.682, -2.477, -1.045], [-3.703, -2.366, -2.488], [-3.218, -0.029, -2.694], [-1.572, -0.377, -0.355], [-3.175, 0.279, 0.052], [-2.650, 2.208, -1.735], [-0.985, 1.745, -1.810], [-2.373, 2.218, 0.866], [-1.975, 3.593, 0.132], [0.625, 2.293, -0.214], [0.214, 3.401, 1.171], [-0.158, 0.541, 1.385], [0.960, 1.417, 2.108], [0.043, 0.655, -4.633], [-0.010, 1.664, -4.708], [0.771, 0.395, -5.177], [-1.581, -0.690, 4.706], [-0.795, -1.299, 4.528], [-1.604, 0.225, 4.660], [1.796, -3.060, 0.693], [1.270, -2.360, 0.225], [1.340, -3.848, 0.462], [-0.074, -1.615, -2.976], [0.155, -0.999, -3.702], [-1.048, -1.432, -3.043], [4.891, 0.547, 0.470], [4.442, -0.277, 0.575], [5.635, 0.297, -0.094], [2.288, 2.694, 2.711], [2.924, 2.712, 2.020], [2.403, 3.481, 3.241], [-0.084, -2.593, 3.847], [0.759, -2.915, 4.093], [-0.149, -2.654, 2.866], [4.410, -1.936, 1.705], [3.434, -2.010, 1.581], [4.757, -2.842, 1.554], [0.735, 3.241, -3.375], [1.381, 3.862, -3.020], [-0.150, 3.307, -3.085], [0.601, -0.887, -0.033], [0.739, -0.437, -0.848], [1.250, -0.555, 0.616], [-1.007, -2.850, 0.859], [-1.386, -2.440, 1.634], [-0.903, -2.195, 0.140]],
  "smiles": "CNCCCCN.O.O.O.O.O.O.O.O.O.O.O",
  "fmax_ev_per_a": 4.7,
  "e_above_lowest_kj_mol": 389.7,
  "total_charge": 0,
  "energy_ha": -1149.1456,
  "multiplicity": 1,
  "homo_lumo_gap_ev": 8.808
}